{
  "formula": "C62H82Cl21O29P",
  "method": "the ωB97M-V functional and the def2-TZVPD basis",
  "max_force_ev_per_a": 4.560,
  "orbital_gap_ev": 5.377,
  "de_lowest_kj_mol": 293.0,
  "homo_ev": -8.1359,
  "total_energy_ha": -14598.53559,
  "symbols": ["C", "C", "C", "C", "P", "C", "C", "C", "C", "C", "C", "C", "C", "C", "C", "C", "C", "H", "H", "H", "H", "H", "H", "H", "H", "H", "H", "H", "H", "H", "H", "H", "H", "H", "H", "H", "H", "H", "H", "H", "H", "H", "H", "H", "H", "H", "H", "H", "H", "H", "H", "H", "H", "Cl", "O", "O", "O", "O", "C", "C", "C", "O", "C", "C", "C", "O", "O", "O", "H", "H", "H", "H", "C", "C", "C", "O", "C", "C", "C", "O", "O", "O", "H", "H", "H", "H", "C", "C", "C", "O", "C", "C", "C", "O", "O", "O", "H", "H", "H", "H", "C", "C", "C", "O", "C", "C", "C", "O", "O", "O", "H", "H", "H", "H", "C", "C", "C", "O", "C", "C", "C", "O", "O", "O", "H", "H", "H", "H", "C", "C", "C", "O", "C", "C", "C", "O", "O", "O", "H", "H", "H", "H", "O", "H", "H", "C", "Cl", "Cl", "H", "H", "C", "Cl", "Cl", "H", "H", "C", "Cl", "Cl", "H", "H", "C", "Cl", "Cl", "H", "H", "C", "Cl", "Cl", "H", "H", "C", "Cl", "Cl", "H", "H", "C", "Cl", "Cl", "H", "H", "C", "Cl", "Cl", "H", "H", "C", "Cl", "Cl", "H", "H", "C", "Cl", "Cl", "H", "H"],
  "coordinates": [[-2.568141, 2.948423, 2.314760], [-1.550948, 2.089256, 1.360210], [-0.450284, 1.352352, 2.159251], [0.851324, 1.034022, 1.311950], [0.734517, -0.423558, 0.039979], [0.554120, -1.887336, 1.103653], [0.410449, -3.290416, 0.428683], [-1.072446, -3.757800, 0.268236], [-1.203492, -5.039995, -0.609726], [-0.560996, -0.101661, -1.189992], [-0.469139, 1.258016, -1.923401], [-1.791738, 1.616705, -2.573767], [-1.574243, 2.869134, -3.390604], [2.268154, -0.673308, -0.869453], [3.545702, -0.438271, 0.011626], [4.864478, -0.775509, -0.688111], [4.907513, -2.099704, -1.274698], [-3.228770, 3.468101, 1.620771], [-1.985506, 3.569241, 2.995361], [-3.162237, 2.280184, 2.938153], [-1.046067, 2.837094, 0.748716], [-2.137490, 1.438318, 0.711872], [-0.879258, 0.457957, 2.611049], [-0.103882, 1.927808, 3.017715], [1.617542, 0.709994, 2.016224], [1.134622, 1.922264, 0.747261], [-0.309831, -1.657236, 1.727140], [1.374601, -1.948957, 1.818571], [0.897714, -4.100947, 0.970634], [0.900183, -3.215666, -0.542228], [-1.603445, -2.955794, -0.244528], [-1.541960, -3.851815, 1.247432], [-0.687260, -5.927664, -0.244146], [-0.960389, -4.777332, -1.639295], [-2.269257, -5.268425, -0.601835], [-1.486644, -0.154658, -0.616859], [-0.562253, -0.920427, -1.909512], [0.299649, 1.130494, -2.685505], [-0.174285, 1.998901, -1.180250], [-2.574691, 1.828825, -1.845691], [-2.212372, 0.888124, -3.266834], [-0.783228, 2.736638, -4.128746], [-1.465187, 3.785125, -2.809949], [-2.480120, 2.945148, -3.992017], [2.236506, 0.005890, -1.721383], [2.068048, -1.647910, -1.314672], [3.510597, -0.948348, 0.974271], [3.691039, 0.625562, 0.199361], [5.732335, -0.496457, -0.090573], [4.930791, -0.089382, -1.532467], [5.850265, -2.266323, -1.795808], [4.059032, -2.227328, -1.946929], [4.809874, -2.883010, -0.523036], [-4.224943, 1.665983, -7.371499], [-4.303099, 3.089727, -7.410229], [-3.232537, 1.309052, -6.372579], [-5.505874, 1.117225, -6.988612], [-3.774910, 1.089817, -8.608909], [0.033812, 5.858106, 2.846771], [-0.677341, 6.953982, 3.116747], [-0.138053, 8.117456, 3.842589], [-0.734309, 9.202038, 3.910113], [1.206863, 7.842066, 4.329914], [1.921421, 6.734352, 4.069934], [1.373447, 5.578495, 3.233189], [2.119297, 4.634196, 2.923953], [3.222787, 6.636929, 4.465331], [-1.936566, 7.063198, 2.652182], [-0.514630, 5.043916, 2.396567], [1.646215, 8.653130, 4.891635], [3.738142, 6.002254, 3.962139], [-2.427570, 7.695797, 3.181642], [1.857185, -4.685851, -4.441089], [0.981498, -3.662700, -4.333762], [-0.390966, -3.677239, -4.971649], [-1.258926, -2.801565, -4.915270], [-0.670352, -4.986687, -5.559109], [0.135755, -6.028476, -5.627040], [1.539669, -6.014975, -5.169632], [2.310131, -6.955195, -5.273929], [-0.311355, -7.170720, -6.165158], [1.382919, -2.526149, -3.706935], [2.795826, -4.476186, -3.949760], [-1.650273, -5.208919, -5.955030], [0.269369, -7.930817, -6.083846], [0.723474, -1.829504, -3.744455], [-1.395809, -3.695916, 7.622254], [-2.031246, -4.816541, 7.261124], [-2.313838, -5.250850, 5.906284], [-2.822128, -6.289900, 5.539590], [-1.814355, -4.301682, 4.930549], [-1.241147, -3.081920, 5.231550], [-0.925229, -2.666567, 6.613935], [-0.349490, -1.612699, 6.944467], [-0.946011, -2.152465, 4.233468], [-2.450936, -5.685310, 8.301149], [-1.226500, -3.558423, 8.680005], [-1.998953, -4.563900, 3.899257], [-0.241127, -1.606084, 4.588720], [-3.181611, -6.186522, 7.931683], [-4.733962, 4.183670, 5.126328], [-5.360565, 3.115592, 4.594640], [-6.099913, 3.152820, 3.304333], [-6.844304, 2.258598, 2.887427], [-6.015482, 4.450111, 2.653997], [-5.334309, 5.470642, 3.212139], [-4.596020, 5.457386, 4.447295], [-3.936046, 6.402193, 4.911681], [-5.364360, 6.714123, 2.560737], [-5.447918, 1.954438, 5.301127], [-4.296000, 4.177716, 6.113527], [-6.448164, 4.521607, 1.667046], [-5.188372, 7.467007, 3.129766], [-5.769180, 1.273129, 4.705976], [-5.538268, 4.331207, -4.199123], [-5.545176, 3.250833, -3.408987], [-5.739565, 3.333967, -1.881306], [-5.768844, 2.332148, -1.175835], [-5.855388, 4.740851, -1.423298], [-5.712204, 5.831140, -2.265369], [-5.634467, 5.638735, -3.757745], [-5.711272, 6.579117, -4.510526], [-5.880818, 7.105446, -1.849396], [-5.231297, 2.044749, -3.923264], [-5.375094, 4.133079, -5.248176], [-6.036026, 4.958029, -0.380895], [-5.897872, 7.630478, -2.652912], [-5.223233, 2.072014, -4.882847], [1.749256, -8.212268, -0.710706], [1.843151, -9.547861, -0.591206], [3.127052, -10.309522, -0.830763], [3.243349, -11.529786, -0.814663], [4.245733, -9.385066, -1.126379], [4.077148, -8.036494, -1.195140], [2.747494, -7.256880, -1.091324], [2.644116, -6.006647, -1.053895], [5.084412, -7.165876, -1.630971], [0.806618, -10.285222, -0.150421], [0.796390, -7.767376, -0.464736], [5.253855, -9.693329, -1.361045], [4.728712, -6.288329, -1.472936], [1.095569, -11.098740, 0.269456], [0.223454, -0.175937, -4.827947], [0.563392, 0.634048, -5.208206], [-0.615191, -0.314234, -5.268159], [1.770471, 2.981119, -7.335108], [0.787905, 1.536376, -7.653229], [1.344758, 3.616492, -5.714929], [2.802595, 2.649330, -7.447961], [1.648798, 3.713907, -8.132803], [-4.713920, -1.963938, 0.342767], [-4.707373, -1.030030, 1.802732], [-4.039106, -0.929560, -0.947864], [-4.205895, -2.921911, 0.453598], [-5.772492, -2.113897, 0.130508], [6.564190, -4.122730, -4.099631], [6.843986, -5.123282, -5.553953], [4.935094, -3.386488, -4.175838], [6.714445, -4.887742, -3.337871], [7.269690, -3.295240, -4.024630], [0.209919, 2.210158, 6.885083], [1.199600, 1.505339, 8.175106], [1.211831, 2.759692, 5.559234], [-0.513646, 1.456123, 6.575277], [-0.344429, 3.089900, 7.211960], [3.396936, -0.665055, 5.370610], [2.280924, -1.525583, 4.329734], [3.935567, 0.811777, 4.396118], [3.025854, -0.443636, 6.371298], [4.270978, -1.309717, 5.463129], [4.010212, -0.094200, -4.840625], [4.171452, 0.167537, -6.581375], [3.489454, 1.272213, -3.892521], [3.331894, -0.946430, -4.881751], [5.025476, -0.402291, -4.590760], [2.651533, 5.173764, -1.088005], [4.032282, 4.805061, -0.017471], [2.077763, 3.557162, -1.681419], [1.996706, 5.762173, -0.445290], [3.028015, 5.805477, -1.892553], [7.478623, 0.669665, 2.947513], [7.387134, -0.377486, 4.407820], [8.040107, -0.322438, 1.520646], [6.494532, 1.039767, 2.659947], [8.104164, 1.555889, 3.054349], [-1.877284, 6.738065, -1.353349], [-0.516347, 7.815377, -0.872936], [-1.750401, 5.306703, -0.337641], [-2.726165, 7.326597, -1.005312], [-1.989826, 6.479724, -2.406293], [4.698153, -4.273051, 2.981363], [4.264399, -4.832129, 1.368796], [5.493165, -2.640124, 2.783499], [3.793960, -4.115694, 3.569396], [5.422708, -4.986337, 3.374227]],
  "forces_ev_per_a": [[1.3, -1.9, -1.4], [-0.4, 1.4, 1.9], [0.1, -0.4, -1.0], [-1.4, -1.3, -0.5], [0.5, 1.4, 1.2], [-0.7, -0.9, 0.1], [-1.1, 0.3, -0.1], [1.2, 0.1, -0.8], [-0.9, 1.1, 0.7], [-0.1, -0.3, 0.7], [0.0, -1.5, 0.7], [0.3, 0.8, 0.0], [-1.0, 0.1, -0.9], [0.2, 0.9, 0.7], [0.3, 0.0, -0.5], [-0.4, 1.9, -0.3], [0.1, -2.0, 0.0], [0.0, 0.4, 0.4], [-0.2, 0.3, -0.3], [0.0, -0.2, -0.1], [-0.1, 0.0, -0.3], [0.1, 0.0, 0.1], [0.1, -0.3, -0.1], [0.0, 0.4, -0.1], [0.3, 0.2, -0.2], [0.3, 0.0, 0.1], [-0.3, -0.2, 0.1], [0.3, 0.5, -0.3], [0.5, 0.4, 0.2], [-0.1, -0.4, -0.2], [-0.3, 0.1, -0.1], [0.1, -0.2, 0.1], [0.3, 0.3, -0.1], [0.3, -0.3, 0.0], [-0.1, -0.3, -0.2], [-0.2, -0.1, -0.1], [-0.1, -0.2, 0.0], [0.1, 0.4, 0.0], [0.0, 0.3, -0.3], [0.0, -0.2, 0.3], [0.4, -0.5, 0.2], [0.2, 0.1, 0.2], [0.3, -0.1, 0.1], [-0.1, 0.5, -0.2], [0.2, 0.2, 0.0], [0.7, -0.4, 0.1], [-0.3, -0.2, 0.1], [-0.8, 0.2, 0.3], [-0.2, -0.3, 0.4], [0.0, 0.4, -0.1], [-0.1, -0.1, -0.2], [0.3, -0.1, -0.2], [0.1, -0.1, 0.1], [1.4, -1.4, 0.2], [-0.3, 1.0, -0.4], [0.0, 0.0, 0.7], [-0.3, 0.1, 0.2], [-0.6, 0.5, -0.3], [-1.2, -1.9, -0.7], [-1.7, 0.2, -0.7], [0.3, 1.2, 0.1], [0.9, -2.1, 0.1], [0.4, 0.8, 0.8], [1.4, -0.4, -0.3], [2.1, 0.6, 0.3], [-1.7, 1.4, 0.5], [-1.1, 0.9, 0.3], [0.6, -0.8, 0.0], [0.0, 0.0, -0.4], [0.3, 0.0, 0.0], [-0.4, -0.6, -0.3], [0.0, 0.5, 0.2], [-0.6, -0.6, -0.4], [0.3, 0.8, -0.3], [-1.1, -0.4, 0.2], [2.1, -0.9, 0.2], [-1.3, 0.3, -0.5], [0.8, -1.5, -0.5], [1.2, 1.8, 1.8], [-0.9, 0.8, 0.0], [-0.9, 0.0, -0.3], [0.4, -1.0, 0.3], [0.1, -0.7, -0.2], [-0.3, 0.5, 0.0], [0.7, 0.2, 0.2], [-0.6, 0.5, -0.6], [0.4, 0.5, -0.7], [-0.9, -1.4, 3.8], [0.7, 0.4, -1.6], [-0.2, 0.0, 1.0], [0.8, 2.6, -0.7], [-0.5, -0.4, -2.3], [0.4, 0.2, 2.5], [-1.2, -2.2, -1.3], [-0.5, -1.8, 1.1], [0.7, 1.6, -1.6], [0.1, 0.3, 0.0], [0.0, 0.1, -0.1], [0.3, 0.6, 0.3], [-0.2, -0.6, -0.1], [0.3, -0.3, 0.5], [0.2, -1.1, 1.5], [-1.3, 0.0, -1.0], [1.7, 0.9, 1.2], [0.8, 0.3, -0.2], [-1.3, 3.3, -2.9], [1.0, -0.1, 2.0], [-1.2, -1.2, -1.2], [-0.3, -1.9, -0.2], [0.5, 1.0, -0.3], [0.0, -0.4, 0.1], [-0.3, 0.3, 0.2], [0.3, -0.2, 0.6], [-0.5, -0.3, -0.3], [0.2, -2.1, -1.0], [0.9, -1.3, -0.1], [0.3, -0.3, -0.4], [0.0, 1.5, -0.7], [0.5, 1.5, -0.7], [-1.1, -1.3, 1.3], [-0.4, 0.5, 0.9], [0.1, 1.6, 0.0], [0.4, -1.2, 0.3], [-0.8, 0.5, 1.9], [0.0, 0.3, -0.3], [0.0, -0.2, 0.1], [0.0, 0.5, -0.7], [0.1, -0.2, -0.8], [-2.4, 0.5, -0.1], [0.0, -0.9, 0.7], [1.5, 0.1, -0.6], [-0.8, 1.5, 0.3], [0.0, 1.5, 0.0], [1.1, 2.1, -2.0], [1.0, 0.2, 1.7], [0.6, -3.2, -0.7], [-0.8, -2.2, 1.0], [-0.2, 1.1, -0.2], [-0.3, -0.1, 0.1], [-0.1, -0.6, 0.1], [-0.2, 0.6, -0.1], [0.4, -0.4, -0.3], [0.2, -0.3, 0.6], [0.2, 0.3, -0.2], [-0.5, -0.1, -0.2], [0.2, -0.4, -0.4], [0.0, 0.3, -0.2], [0.5, 0.0, -0.7], [0.0, 0.1, 0.9], [-0.7, 0.1, 0.4], [-0.8, 0.3, -0.8], [0.3, 0.2, 1.3], [0.0, -0.7, -0.1], [0.2, 0.4, -0.1], [0.3, -0.2, -0.3], [0.0, -0.5, -0.6], [0.2, 0.5, -0.1], [0.7, -0.5, 0.0], [-0.6, 0.7, 0.5], [0.0, -0.3, -0.2], [-0.6, 0.1, 0.2], [-0.2, 0.2, 0.0], [0.1, 0.0, -0.5], [0.3, 0.0, -0.2], [0.3, -0.2, 0.4], [1.4, 0.6, -0.9], [-0.6, -0.4, 0.2], [-0.3, -0.8, 1.1], [-0.4, 0.4, -0.5], [0.0, 0.3, -0.1], [0.7, -1.2, -1.0], [0.0, 0.8, -0.7], [-0.2, 0.0, 0.0], [-0.2, 0.3, 1.1], [-0.4, 0.1, 0.7], [0.9, -0.5, 0.5], [0.3, 0.3, 0.0], [-0.3, 1.3, 0.1], [-0.7, -0.7, -0.4], [-0.2, -0.5, -0.2], [-0.3, -0.6, -0.7], [0.2, 1.0, -0.6], [-0.1, 0.7, 0.8], [-0.1, -0.4, 0.4], [0.4, -0.6, 0.3], [-0.3, 0.9, 1.2], [0.0, -0.1, -0.8], [-0.3, -0.5, -0.2], [-0.2, -0.4, -0.2], [0.6, 0.1, 0.1], [0.5, 0.9, -0.6], [-0.4, -0.3, -0.1], [-0.3, -0.9, 0.5], [0.3, -0.2, 0.0], [-0.2, 0.4, 0.2]],
  "mulliken_charge": [-1.583, 0.824, -0.110, -0.890, 0.531, -0.127, 0.383, 0.346, -1.330, -0.796, 1.039, -0.779, -0.413, 1.238, -0.511, -0.620, 0.199, 0.344, 0.304, 0.562, -0.363, 0.162, 0.169, 0.012, 0.585, 0.418, 0.705, -0.632, 0.786, -0.779, -0.058, -0.095, 0.145, 0.312, 0.494, -0.406, 1.116, 0.413, -0.537, 0.134, 0.375, -0.176, -0.149, 0.232, -0.248, -0.444, 0.258, 0.167, 0.027, 0.222, 0.473, -0.260, -0.299, 1.672, -0.649, -0.585, -0.703, -0.708, -0.367, 0.478, 0.542, -0.620, -1.030, 0.418, 0.383, -0.541, -0.580, -0.184, 0.434, 0.426, 0.325, 0.287, 0.212, 0.124, 0.641, -0.569, -0.976, 0.556, 0.327, -0.641, -0.551, 0.540, -0.001, 0.455, 0.330, -0.516, -0.918, 0.518, 0.352, -0.567, -0.608, 0.135, 0.852, -0.511, 0.066, -0.529, 0.443, 0.512, -0.138, 0.316, -0.988, 0.517, 0.984, -0.638, -0.723, 0.672, 0.663, -0.690, -0.592, -0.582, 0.448, 0.324, 0.356, 0.323, -0.392, 0.663, 0.718, -0.654, -1.013, 0.282, 0.586, -0.651, -0.580, -0.442, 0.550, 0.246, 0.362, 0.203, -0.968, 0.562, 0.417, -0.581, -0.809, 0.286, 0.903, -0.220, -0.523, -0.500, 0.375, 0.476, 0.237, 0.337, 0.024, -0.276, 0.176, -0.379, -0.087, -0.059, 0.191, 0.374, -0.471, -0.098, 0.032, 0.227, 0.376, -0.488, -0.162, 0.096, 0.184, 0.388, -0.362, -0.166, -0.046, 0.163, 0.383, -0.485, -0.014, -0.108, 0.301, 0.321, 0.339, -0.199, 0.025, -0.575, 0.388, -0.292, -0.163, -0.040, 0.024, 0.414, -0.089, -0.125, -0.171, -0.033, 0.398, -0.648, -0.173, 0.099, 0.236, 0.449, -0.526, -0.036, -0.044, 0.151, 0.394]
}